This record from OMol25 describes a 14-piece molecular cluster, C50H82F6O34 overall at a distorted geometry. The level of theory is ωB97M-V/def2-TZVPD.

The geometry in XYZ format:
```
172
Properties=species:S:1:pos:R:3:forces:R:3:mulliken_charge:R:1
C -4.32050 1.37230 -1.36844 -0.72 0.09 -0.48 -0.05
C -4.72415 1.21552 0.05273 -0.14 0.64 0.37 0.05
O -4.23692 2.38952 0.62681 -0.84 -0.09 2.03 -0.33
C -3.52309 3.12820 -0.22707 1.14 1.85 0.19 0.37
O -2.97188 4.16958 0.02470 -0.78 -1.23 -0.01 -0.58
O -3.53893 2.54826 -1.40338 0.90 -0.38 -1.33 0.10
F -4.13987 0.14554 0.68190 -0.02 -0.08 -0.08 -0.24
H -5.19623 1.61636 -1.96802 0.07 -0.68 -0.29 0.57
H -3.79945 0.47457 -1.64767 0.32 -0.04 -0.80 -0.24
H -5.79670 1.11445 0.16244 -0.14 0.04 0.48 0.28
C 7.05658 -0.99601 1.32822 -0.68 0.15 0.15 -0.58
C 6.33572 -2.34659 1.15955 0.70 1.25 -0.80 0.31
O 5.00690 -1.98854 1.31163 -1.00 -1.03 -0.40 -0.03
C 4.80253 -0.66811 1.58256 0.79 -1.16 0.07 -0.24
O 3.70897 -0.21918 1.68835 0.37 0.55 -0.02 0.32
O 5.99611 -0.09137 1.72061 -0.07 0.62 -0.02 -0.43
F 6.72926 -3.19333 2.13489 -0.16 -0.45 0.47 -0.35
H 7.47675 -0.59070 0.40911 0.22 -0.20 0.14 0.31
H 7.74896 -1.07547 2.16086 0.25 0.19 -0.18 0.32
H 6.52277 -2.82909 0.18752 -0.32 0.04 0.39 0.30
C -1.77591 4.83210 -2.94760 -0.98 0.01 -0.39 0.85
C -0.93604 5.01862 -4.15678 1.17 0.48 -0.09 0.17
O -1.80191 5.54021 -5.10927 0.80 0.23 -1.05 -0.38
C -3.03750 5.11816 -4.82800 -1.90 -0.47 0.68 0.58
O -3.98572 5.04985 -5.55788 1.09 0.37 0.30 -0.57
O -3.09015 4.78985 -3.51491 -0.46 -0.32 -0.16 -0.30
F -0.44421 3.81276 -4.63747 -0.03 0.47 0.25 -0.25
H -1.72312 5.68341 -2.27796 0.14 -0.17 0.31 0.37
H -1.57443 3.87838 -2.51141 0.15 -0.31 0.78 -0.89
H -0.11145 5.71053 -3.95681 0.06 -0.31 -0.57 0.33
C 3.95573 2.14500 -1.08713 -0.04 1.32 0.41 0.58
C 3.07311 2.70465 -2.19489 0.47 0.59 0.47 1.52
O 3.81082 2.36570 -3.35274 -1.74 0.89 -1.06 -0.36
C 4.91642 1.69317 -3.09167 1.48 -2.51 -0.67 0.54
O 5.64574 1.13854 -3.89668 -1.35 1.67 1.38 -0.58
O 5.02680 1.53914 -1.76427 1.19 -0.26 0.14 -0.42
F 3.01710 4.10140 -2.10716 0.08 -1.06 -0.19 -0.38
H 3.52040 1.41137 -0.43785 -0.55 -0.28 0.24 -0.76
H 4.27156 3.01548 -0.49257 0.20 -0.42 0.00 0.38
H 2.03897 2.35563 -2.15614 0.24 0.03 -0.68 -0.52
C -1.14567 0.46275 1.00751 -0.34 0.40 1.19 1.35
C 0.21920 -0.11492 0.65035 -1.53 0.32 -0.49 0.52
O 0.88088 1.02044 0.16119 2.14 -0.71 0.27 0.28
C 0.05653 1.98743 -0.16968 -1.97 1.28 0.52 -0.42
O 0.31844 3.01499 -0.71285 0.71 -0.08 -0.48 -0.54
O -1.19049 1.72810 0.27064 0.00 -1.42 0.46 0.77
F 0.11783 -0.95967 -0.41127 -0.13 -0.55 -0.54 0.02
H -1.16899 0.66736 2.11536 -0.07 -0.04 -1.05 -0.91
H -2.01849 -0.16703 0.76439 0.74 0.33 -0.11 -0.22
H 0.69980 -0.66651 1.44254 0.68 0.26 0.18 -0.77
C 1.04825 -4.84709 -1.11135 0.73 -0.90 -1.16 0.41
C 2.31164 -5.32944 -1.89454 -1.81 -0.16 1.76 0.22
O 2.44230 -6.65880 -1.44241 0.06 -0.23 -0.55 -0.43
C 1.63609 -6.89110 -0.38115 0.02 -1.28 1.32 0.52
O 1.60266 -7.92106 0.24791 0.18 1.07 -0.92 -0.59
O 0.91292 -5.81407 -0.06871 0.12 -0.08 -0.11 -0.05
F 3.37593 -4.63761 -1.42945 1.05 0.37 0.00 -0.23
H 0.17383 -4.95379 -1.74697 -0.08 0.67 0.02 -0.10
H 1.28760 -3.89613 -0.68377 -0.48 0.63 0.18 -0.43
H 2.24433 -5.25565 -2.95928 0.12 -0.13 -0.50 0.43
O -1.52175 -0.70343 4.20648 -1.57 0.62 0.76 -0.15
C -2.25646 -0.52602 5.17931 1.42 -0.23 -0.76 0.50
O -3.43700 0.10501 5.19154 0.14 0.00 0.08 -0.37
C -4.02273 0.68033 3.99255 -0.83 -0.56 -0.46 0.55
C -5.22940 1.51455 4.41322 1.29 0.59 0.20 -1.60
C -1.81310 -0.99590 6.55820 -0.38 -0.18 -0.34 -1.18
H -4.44158 -0.12187 3.38277 0.67 -0.25 -0.18 0.40
H -3.26999 1.25350 3.44827 -0.12 -0.16 0.02 -0.23
H -5.89769 0.93956 5.01324 -0.19 -0.44 0.89 0.44
H -5.87544 1.85809 3.61243 0.50 0.16 -0.56 0.35
H -4.79973 2.36694 4.94814 -0.69 0.10 0.18 0.32
H -1.75126 -0.13287 7.23434 0.06 -0.33 -0.11 0.33
H -0.85798 -1.52853 6.44566 -0.31 0.46 0.11 0.17
H -2.54118 -1.71329 6.95492 0.02 0.29 0.03 0.38
O 1.82991 -2.82650 -3.20540 0.55 0.92 0.05 -0.43
C 2.50910 -1.84225 -2.94979 -0.52 -1.40 0.83 -0.13
O 2.88087 -0.93870 -3.84542 0.54 0.81 -0.45 0.03
C 2.71004 -1.31269 -5.22727 0.25 -1.59 -0.34 0.21
C 3.78092 -0.77942 -6.20021 -0.83 0.23 1.06 -1.53
C 3.03041 -1.50548 -1.57332 0.07 0.08 0.33 1.58
H 1.69330 -1.04916 -5.54771 0.28 0.04 0.14 -0.04
H 2.78205 -2.42543 -5.17550 -0.28 0.74 -0.57 0.22
H 4.78347 -1.06754 -5.90330 0.06 -0.27 -0.02 0.31
H 3.77260 0.30738 -6.20630 -0.07 0.12 -0.24 0.32
H 3.51450 -1.18443 -7.18248 0.23 0.17 0.12 0.42
H 4.11381 -1.52279 -1.53614 0.38 -0.14 -0.49 0.73
H 2.72037 -2.18579 -0.75075 -0.36 0.72 -0.74 -0.86
H 2.80561 -0.44598 -1.42472 -0.33 -0.20 0.48 -0.87
O 1.65124 -2.73557 1.54944 -0.69 0.57 -1.55 1.11
C 2.24574 -3.35191 2.38749 -0.14 0.70 -0.87 0.34
O 2.26253 -2.93845 3.62178 1.23 -0.27 2.55 -0.46
C 1.78604 -1.63621 3.91046 -0.55 1.34 0.46 2.54
C 1.93421 -1.23536 5.40067 -0.31 -1.83 -0.59 -2.06
C 2.98110 -4.59228 2.18364 0.22 -1.82 0.98 -1.36
H 0.73341 -1.62486 3.62421 0.02 0.35 0.00 -0.61
H 2.37314 -0.90478 3.33345 -0.49 -0.35 -0.14 -0.90
H 1.26340 -0.45538 5.69245 -0.41 0.75 -0.31 0.37
H 2.93599 -0.94408 5.62854 0.72 0.17 0.18 0.43
H 1.65959 -2.06805 6.05550 0.17 -0.12 -0.11 0.45
H 2.87437 -5.05182 1.21939 -0.20 0.29 -0.46 -0.04
H 2.51492 -5.27729 2.91437 0.43 -0.07 -0.22 0.39
H 4.04260 -4.53934 2.42465 -0.09 0.30 0.16 0.22
O -4.45810 6.55191 3.46693 0.04 0.37 -1.03 -0.54
C -3.77854 6.48108 4.44535 -1.08 -1.63 1.05 0.80
O -2.77888 5.59890 4.60788 0.39 -0.26 -0.04 -0.39
C -2.41941 4.71628 3.52827 1.14 -1.34 0.02 -0.29
C -1.64430 3.45828 4.13314 -0.95 0.99 0.41 -0.27
C -4.12651 7.18171 5.72648 0.78 0.59 0.50 -1.14
H -1.71746 5.22176 2.87519 0.13 0.34 -0.09 0.18
H -3.24535 4.41942 2.85167 0.06 0.20 0.86 0.34
H -1.25989 2.84669 3.31610 -0.12 0.02 -0.06 -0.30
H -2.31668 2.85265 4.77863 0.31 0.32 -0.46 0.21
H -0.77803 3.73414 4.77149 -0.55 0.18 -0.50 0.45
H -5.09419 7.64162 5.64419 -0.29 0.22 -0.24 0.35
H -3.37047 7.95237 5.84294 0.02 0.43 0.16 0.29
H -4.09411 6.62987 6.67421 0.15 -0.44 -0.63 0.31
O -3.96553 0.19952 -4.03868 -0.16 1.35 -1.16 -0.59
C -3.88777 1.19676 -4.76489 0.97 -1.85 0.79 1.00
O -2.68584 1.66459 -5.16797 -0.58 -0.12 0.41 -0.35
C -1.48706 0.86921 -4.84443 -0.98 -0.01 0.42 -1.08
C -1.03115 0.84389 -3.37230 0.63 0.10 -1.30 1.78
C -5.05255 2.02062 -5.20691 1.09 1.47 0.27 -1.32
H -0.75455 1.42569 -5.42217 0.20 -0.45 -0.14 0.44
H -1.68546 -0.15930 -5.19633 0.34 0.50 0.00 0.42
H -1.64583 0.25334 -2.70264 -0.03 -0.02 -0.05 -0.42
H -0.87192 1.85333 -3.02293 -0.28 0.32 0.30 -0.60
H -0.00562 0.43707 -3.45863 -0.38 -0.24 0.38 -0.23
H -5.04085 2.85548 -4.48215 -0.42 -0.23 -0.12 0.21
H -5.98238 1.51009 -5.20524 -0.62 -0.64 0.28 0.39
H -4.92198 2.54685 -6.15097 0.31 -0.30 -0.09 0.36
O -0.73930 -4.60894 -3.73713 -0.05 -0.20 -0.42 -0.68
C -1.26782 -3.54732 -3.93495 0.56 -0.19 -0.31 0.47
O -1.09641 -2.81352 -5.07273 -0.40 0.82 -0.21 -0.09
C -0.35422 -3.25845 -6.25383 0.60 0.13 -0.05 -0.13
C -0.38582 -2.17223 -7.37710 -0.27 -0.02 1.73 -1.07
C -2.10941 -2.82870 -2.89879 -0.73 -0.15 -0.95 -0.07
H -0.86306 -4.15921 -6.59658 0.52 -0.22 0.03 0.45
H 0.70236 -3.38297 -5.97170 -0.49 -0.61 0.11 0.10
H 0.06393 -1.25997 -6.95376 -0.56 -0.05 -0.22 0.15
H -1.43097 -2.05762 -7.62032 -0.26 0.62 -0.26 0.35
H 0.16945 -2.35996 -8.29559 0.06 -0.71 0.26 0.37
H -2.81017 -2.17783 -3.41819 -0.14 0.09 0.00 0.36
H -1.42177 -2.16665 -2.39966 0.23 0.11 0.70 -0.56
H -2.68963 -3.50771 -2.23180 0.92 0.39 -0.43 0.49
O -2.90220 -5.08126 1.02425 -1.32 -1.55 -0.83 -0.60
C -1.99328 -4.55973 1.56158 1.41 2.36 0.83 0.00
O -1.01121 -5.18103 2.26801 -0.15 2.33 -0.72 0.02
C -1.11328 -6.54129 2.32928 0.44 -2.69 1.45 -0.37
C -0.02288 -7.16882 3.23370 -0.41 1.82 -1.62 -1.23
C -1.82381 -3.03189 1.56867 0.70 -0.95 0.28 0.45
H -1.03169 -7.04174 1.36814 -0.23 0.26 -0.30 0.28
H -2.05136 -6.80456 2.81068 -0.46 -0.06 -0.30 0.50
H 0.05023 -6.68119 4.18236 -0.17 0.21 0.73 0.34
H 0.93034 -7.08131 2.72767 0.26 -0.39 -0.03 0.16
H -0.37209 -8.15870 3.30698 0.22 -1.49 0.43 0.47
H -2.78612 -2.53680 1.55309 -0.17 -0.05 -0.38 0.41
H -1.14619 -2.72490 0.76265 -0.36 -0.09 -0.01 -0.32
H -1.33316 -2.77128 2.48775 0.31 0.31 0.49 -0.13
O 3.39616 4.12013 1.61142 2.06 -0.09 -0.44 -0.60
C 2.22819 4.25738 1.76348 -1.38 1.65 -0.54 0.88
O 1.47446 3.34689 2.33223 -0.95 -0.58 0.82 -0.01
C 2.16756 2.16611 2.76683 -1.02 -0.06 1.28 0.97
C 2.88901 2.29086 4.10009 0.17 -0.50 -0.56 -1.65
C 1.42841 5.49593 1.36206 -0.08 -1.23 0.18 -1.02
H 2.86423 1.90694 2.01462 0.35 -0.66 -0.72 -0.10
H 1.33710 1.46084 2.92051 0.44 -0.14 -0.45 -0.17
H 3.72837 2.96215 4.01630 0.26 0.29 0.08 0.49
H 3.27914 1.28637 4.33696 -0.11 0.35 0.00 0.22
H 2.23000 2.59807 4.89390 -0.28 0.18 0.33 0.26
H 0.76503 5.24553 0.51819 0.32 0.12 0.26 0.05
H 2.14027 6.25993 1.11246 0.06 0.44 -0.15 0.40
H 0.80438 5.75469 2.21656 -0.01 0.27 -0.08 0.28
```
Forces are in eV/Å.

As for the LUMO energy: 0.0115 Eh. The HOMO energy is -0.375 Ha. The calculation puts the gap between HOMO and LUMO at 10.51 eV. Its electronic energy is -139103.5881 eV.